{"formula": "C20H28NO3PPt", "method": "ωB97M-V/def2-TZVPD", "multiplicity": 3, "homo_ev": [-3.885, -6.756], "e_tot_ev": -41356.93165, "max_force_ev_per_a": 3.20, "s2": 2.010, "orbital_gap_ev": [4.2, 4.0], "species": ["C", "H", "H", "H", "H", "P", "O", "H", "H", "H", "O", "H", "H", "H", "C", "C", "H", "C", "H", "H", "C", "H", "N", "C", "C", "C", "H", "H", "C", "C", "C", "H", "C", "C", "H", "H", "H", "H", "H", "H", "C", "C", "H", "H", "H", "C", "H", "C", "C", "C", "H", "O", "Pt", "C"], "coordinates": [[2.328, 1.402, -1.602], [-1.281, 4.522, 0.852], [-1.312, -1.371, -3.535], [-1.455, -0.836, -1.051], [-0.045, -4.221, -0.471], [0.155, 0.237, -2.670], [0.470, -0.979, 1.339], [-1.300, -5.707, 0.489], [-1.303, -2.562, 4.345], [0.138, 3.613, 0.247], [-0.065, -3.418, 0.080], [-3.125, 2.500, 2.218], [-1.497, 3.242, -0.364], [3.998, 2.395, -2.565], [-0.107, 2.179, 2.486], [3.808, 2.944, -0.503], [-2.383, -4.792, 4.591], [-0.919, 3.529, 0.532], [-0.063, 3.012, 3.226], [-1.822, 1.510, -3.219], [-0.841, -2.817, 2.271], [-1.485, -0.469, -0.365], [-1.113, 2.548, 1.559], [1.949, 1.908, 0.735], [-0.740, 1.674, -3.346], [-1.951, -5.375, 2.533], [0.072, -1.097, -4.675], [1.608, 0.859, 2.546], [1.369, 1.841, 2.115], [-0.228, -1.227, -3.636], [3.426, 2.255, -1.644], [-2.294, 0.926, 2.111], [-0.412, -1.366, 2.222], [-1.933, -4.510, 3.640], [3.393, 3.336, 1.537], [2.503, -0.198, -3.042], [1.943, 2.560, 2.712], [-0.437, 2.595, -2.829], [-2.808, 1.779, 0.616], [4.654, 3.630, -0.519], [1.626, 1.130, -0.408], [1.937, 0.726, -2.878], [-0.504, 1.776, -4.429], [-0.477, 1.274, 3.009], [2.045, 1.389, -3.741], [-2.403, 1.906, 1.631], [0.297, -2.060, -3.157], [-0.756, -3.742, 1.219], [3.072, 2.765, 0.658], [-1.331, -5.020, 1.342], [-2.463, -6.341, 2.624], [-0.893, -0.649, 3.106], [0.265, -0.489, -0.622], [-1.348, -3.248, 3.506]]}